This record from the OMol25 dataset describes 2 unconnected molecules or ions with the total composition C4H8N2. The level of theory is ωB97M-V with the def2-TZVPD basis set.

As for the energy above the lowest of the compared OMol25 structures with the same formula, charge and spin: 142.71 kcal per mole. The value obtained for the lowest unoccupied orbital energy is -12.41 eV. The total energy is -7231.346 eV. As for the molar mass: 84.12 g mol⁻¹. Its total charge is +2. The HOMO-LUMO gap comes out at 0.225 Eh.

Last column: natural (NBO) charge in e.
Geometry (Å):
1 C -1.918 0.732 0.321  0.458
2 C -0.232 0.486 0.054  0.356
3 C 3.625 0.633 -0.532  0.280
4 C -1.550 -1.758 0.052  -0.450
5 N -0.940 1.558 0.700  -0.561
6 N -1.178 -0.428 0.223  -0.367
7 H -2.976 0.715 0.128  0.283
8 H 4.138 0.398 -1.516  0.238
9 H 3.275 -0.249 0.046  0.237
10 H 3.513 1.695 -0.345  0.228
11 H -0.690 -2.422 -0.037  0.270
12 H -2.365 -1.951 -0.735  0.274
13 H -2.015 -1.994 0.978  0.256
14 H -0.687 2.585 0.663  0.498

Cartesian forces, eV/Å:
C -1.200 -1.119 1.672
C 4.342 0.269 -1.498
C 0.603 -1.172 -1.866
C -1.402 -2.548 -1.189
N 0.075 0.263 0.021
N -1.448 3.435 0.983
H -0.480 1.067 -0.878
H -0.459 0.164 1.105
H 0.187 0.942 0.046
H -0.184 0.061 0.650
H -0.058 0.255 -0.399
H 1.556 0.544 0.753
H -0.457 -0.641 0.874
H -1.075 -1.518 -0.274

This record from the OMol25 dataset describes a gas-phase ion, C5H13N2 (charge +2). The level of theory is ωB97M-V with the def2-TZVPD basis set.

As for the energy above the lowest of the compared OMol25 structures with the same formula, charge and spin: 57.55 kcal per mole. The value obtained for the lowest unoccupied orbital energy (alpha / beta) is -7.95 / -11.74 eV. The total energy is -8355.924 eV. As for the molar mass: 101.17 g mol⁻¹. As for the multiplicity: 2. Its total charge is +2. The HOMO-LUMO gap (alpha / beta) comes out at 0.408 / 0.343 Eh.

Last column: natural (NBO) charge in e.
Geometry (Å):
1 C -0.004 1.572 -1.189  -0.227
2 C 1.045 0.328 -0.957  -0.478
3 C 0.460 -0.566 0.090  0.181
4 C 0.855 -0.287 1.364  0.016
5 N 0.326 -0.965 2.501  -0.507
6 C -0.496 -1.563 -0.439  -0.707
7 N -1.247 1.259 -0.366  -0.674
8 H -0.227 1.785 -2.267  0.287
9 H 0.561 2.459 -0.716  0.270
10 H 1.921 0.802 -0.758  0.257
11 H 1.217 -0.189 -1.949  0.286
12 H 1.720 0.437 1.517  0.278
13 H 0.863 -1.177 3.315  0.456
14 H -0.308 -1.662 2.223  0.405
15 H -0.980 -1.160 -1.264  0.236
16 H -1.181 -1.925 0.158  0.243
17 H 0.072 -2.458 -0.772  0.334
18 H -1.721 0.286 -0.559  0.452
19 H -1.892 1.958 -0.501  0.460
20 H -0.986 1.066 0.569  0.431

Cartesian forces, eV/Å:
C 2.002 -0.361 0.503
C -3.129 -0.520 -2.719
C 0.619 0.169 -1.725
C 0.828 -0.926 4.737
N 1.931 2.117 -4.397
C 4.126 0.331 -1.158
N 0.754 -3.691 -2.008
H -0.085 -0.368 1.199
H -1.557 -1.098 -0.715
H 2.694 1.009 1.171
H -0.494 0.274 1.145
H -1.361 -1.027 0.144
H 0.499 0.447 0.946
H -1.249 -1.194 0.143
H -0.649 0.366 -2.026
H -3.500 -1.769 3.588
H -0.041 0.460 -0.166
H 0.786 2.513 -0.531
H -2.337 2.275 0.165
H 0.163 0.994 1.703

This record from the OMol25 dataset describes a single C5H6S2 molecule. The level of theory is ωB97M-V with the def2-TZVPD basis set.

As for the energy above the lowest of the compared OMol25 structures with the same formula, charge and spin: 112.02 kcal per mole. The value obtained for the lowest unoccupied orbital energy (alpha / beta) is -0.53 / -1.76 eV. The total energy is -26947.067 eV. As for the molar mass: 130.24 g mol⁻¹. The HOMO-LUMO gap (alpha / beta) comes out at 0.280 / 0.223 Eh.

Last column: natural (NBO) charge in e.
Geometry (Å):
1 C -1.305 -0.205 0.283  -0.128
2 C -0.432 -0.462 -0.776  -0.373
3 C -2.657 -0.300 0.176  -0.409
4 C 0.828 -0.197 -0.809  0.200
5 C 2.159 0.086 -0.468  -0.561
6 S -3.498 0.288 1.457  0.063
7 S 2.225 0.632 1.381  -0.079
8 H -0.794 0.000 1.300  0.240
9 H -0.666 -1.142 -1.751  0.235
10 H -3.043 -0.910 -0.612  0.212
11 H 2.938 -0.571 -0.502  0.249
12 H 2.370 0.967 -0.973  0.249
13 H 1.873 1.813 1.294  0.102

Cartesian forces, eV/Å:
C 0.973 0.186 2.152
C 0.541 -2.516 -3.521
C 0.547 -0.516 1.072
C 1.356 -1.141 -0.146
C -2.596 2.400 1.941
S -1.454 0.320 0.674
S 1.304 -3.770 0.648
H -1.123 0.235 -1.879
H -0.564 1.732 2.096
H -0.631 0.227 -0.805
H 1.617 -2.217 -0.494
H 1.138 1.637 -1.096
H -1.107 3.425 -0.642

This record from the OMol25 dataset describes 2 unconnected molecules or ions with the total composition C4H10NO3. The level of theory is ωB97M-V with the def2-TZVPD basis set.

As for the energy above the lowest of the compared OMol25 structures with the same formula, charge and spin: 35.04 kcal per mole. The value obtained for the lowest unoccupied orbital energy is 3.79 eV. The total energy is -11943.877 eV. As for the molar mass: 120.13 g mol⁻¹. Its total charge is -1. The HOMO-LUMO gap comes out at 0.273 Eh.

Last column: natural (NBO) charge in e.
Geometry (Å):
1 O -1.296 1.375 -1.797  -0.714
2 C -1.161 0.631 -0.813  0.660
3 N -0.287 0.873 0.170  -0.632
4 C 0.104 -0.078 1.327  0.154
5 O 1.384 0.060 1.660  -0.950
6 C -2.056 -0.593 -0.734  -0.496
7 C -1.637 -1.674 -1.706  -0.605
8 H 0.398 1.573 -0.073  0.392
9 H -0.119 -1.077 0.906  0.084
10 H -0.581 0.210 2.156  0.084
11 H -2.125 -0.949 0.300  0.207
12 H -3.049 -0.219 -1.003  0.211
13 H -2.403 -2.444 -1.744  0.193
14 H -0.668 -2.147 -1.488  0.206
15 H -1.415 -1.242 -2.682  0.218
16 H 3.892 -1.005 1.485  0.462
17 H 3.290 0.256 1.009  0.513
18 O 4.172 -0.107 1.252  -0.990

Cartesian forces, eV/Å:
O 0.152 -0.117 0.021
C -0.024 0.433 -0.317
N -0.204 -0.544 -0.183
C 1.124 0.522 -0.217
O -0.165 0.140 -0.270
C -0.193 0.476 0.734
C 0.833 -0.146 -0.261
H 0.091 0.078 0.345
H -0.387 -0.118 0.302
H -0.231 -0.376 -0.156
H 0.056 -0.151 -0.215
H 0.069 -0.125 -0.078
H 0.017 -0.139 -0.317
H -0.292 0.024 0.607
H -0.661 0.062 -0.172
H 0.130 0.338 0.064
H 0.072 -0.091 0.482
O -0.389 -0.266 -0.368